1.
The following is a DFT calculation (the ωB97M-V functional and the def2-TZVPD basis) of an isolated molecule of C3H3NO2 in a non-equilibrium geometry.

Summary:
Orbital gap: 9.93 eV
Maximum force: 7.4 eV Å⁻¹
Calculated total energy: -321.237590 Ha
SMILES: O=c1cc[nH]o1
M: 85.06 g/mol
E_HOMO: -9.34 eV
Relative energy (zero: lowest compared OMol25 entry of this formula, charge and spin): 87.9 kcal/mol
2S+1: 1

```
9
Properties=species:S:1:pos:R:3:forces:R:3
C 1.23748 -0.26163 -0.04878 4.6859 5.6971 -0.1506
C 0.28037 0.97060 -0.08288 -0.5918 -4.6760 -0.1343
C -0.92808 0.37109 -0.03435 -1.2887 4.0285 1.6444
H 0.44497 1.93971 -0.38768 0.9167 1.8486 -0.0027
H -1.95349 0.92589 0.25689 2.2953 -1.7094 -1.1991
H -1.31560 -1.48972 0.47902 -3.0997 -4.3108 4.2233
N -0.85976 -0.94328 -0.07801 4.4135 0.3925 -4.7642
O 2.47883 -0.11164 0.05111 -3.3342 -1.4288 -0.3469
O 0.61528 -1.40102 -0.15531 -3.9970 0.1583 0.7301
```
Forces are in eV/Å.

2.
The following is a DFT calculation (the ωB97M-V functional and the def2-TZVPD basis) of an isolated molecule of CH3I2NS in a non-equilibrium geometry.

Summary:
Orbital gap (alpha / beta): 6.32 / 7.65 eV
Maximum force: 5.7 eV Å⁻¹
Calculated total energy: -1088.136448 Ha
M: 314.92 g/mol
E_HOMO (alpha / beta): -8.70 / -9.19 eV
Relative energy (zero: lowest compared OMol25 entry of this formula, charge and spin): 29.4 kcal/mol
2S+1: 1

```
8
Properties=species:S:1:pos:R:3:forces:R:3
C -0.19186 0.03051 -0.06946 -2.9358 3.4217 -3.4269
N -2.16698 -1.56032 0.17021 0.1454 0.6691 0.0733
S -1.97861 -0.20696 -0.64692 1.2452 0.1686 0.9567
I -2.75181 2.64042 0.06766 0.1089 -0.7045 -0.0006
I -4.00538 -2.29870 0.03780 -0.8839 -0.4997 -0.0939
H 0.27053 -0.62993 -0.72921 1.4809 -0.7457 -0.7886
H -0.16071 -0.19153 0.91418 0.1352 -0.8048 3.0964
H -0.11115 1.14649 -0.26793 0.7041 -1.5046 0.1835
```
Forces are in eV/Å.